This record from the OMol25 dataset describes a 2-piece molecular cluster, C11H15NO overall at a distorted geometry. The level of theory is the ωB97M-V functional and the def2-TZVPD basis.

ORCA input file:
```
! wB97M-V def2-TZVPD RIJCOSX def2/J DEFGRID3
* xyz -1 2
C 0.46980 2.65777 -0.86513
C 2.29734 1.47980 0.45378
C 1.01264 1.60850 0.05347
C 1.03944 0.09836 1.66660
C 0.08796 0.70564 0.80502
C 0.62720 -0.96181 2.50741
C -1.25671 0.58114 0.97397
C -0.68731 -1.08948 2.59379
C -1.63218 -0.39416 1.82964
N 2.38386 0.43004 1.38931
H 3.13989 1.85794 -0.25289
H 3.09946 0.18807 2.05766
H 1.25380 3.47464 -0.81914
H -0.41082 3.12333 -0.55133
H 1.27598 -1.48974 3.20163
H -1.95045 1.19180 0.37847
H -1.17262 -1.87786 3.39458
H -2.68502 -0.59261 2.03531
H 0.26477 2.40158 -1.87248
C -1.28679 -0.98984 -2.64256
C 0.06542 -1.60414 -3.23607
O -2.50232 -1.86904 -2.95022
H -1.32852 -1.12937 -1.54996
H -1.39263 -0.02827 -3.00307
H -0.02398 -1.60219 -4.39814
H -2.21950 -2.54043 -3.56690
H 0.29935 -2.69314 -2.95201
H 0.76101 -0.89225 -3.06475
*
```

The value obtained for the calculated total energy is -558.0202 Eh. The expectation value of S² is 0.7513. The calculation puts the LUMO energy (alpha / beta) at 0.121 / 0.116 hartree. The calculation puts the frontier orbital gap (alpha / beta) at 2.16 / 7.83 eV. The energy relative to the best compared isomer or geometry (same formula, charge and spin) comes out at 2.027 eV. For the largest force on an atom, the calculation gives 0.11932 Eh/bohr.